Entry A
16
Properties=species:S:1:pos:R:3:mulliken_charge:R:1 method="wB97M-V/def2-TZVPD" homo_ev=-13.791 total_charge=+1 lumo_energy_ev=-3.60 mol_weight_da=101.129
C -1.7700 0.4281 -0.1908 0.10
C 2.1167 -0.3094 -0.2190 0.43
C 1.8804 -0.9796 -1.2192 -0.68
C 2.1924 0.5602 0.9086 -1.10
N -1.3149 -0.7617 -0.3790 0.02
N -2.4837 0.8150 0.8351 -0.36
O -0.8687 -1.0419 -1.5967 -0.35
H -1.7582 1.1155 -0.9718 0.45
H 2.1276 -1.4003 -2.1944 0.47
H 0.0454 -1.4823 -1.5714 0.34
H -1.2125 -1.2521 0.4345 0.22
H 1.2549 0.8446 1.1955 0.28
H 2.7523 1.4153 0.7864 0.35
H 2.5871 0.1479 1.8063 0.34
H -2.8924 1.7860 0.8424 0.28
H -2.6565 0.1147 1.5334 0.22


Entry B
16
Properties=species:S:1:pos:R:3:mulliken_charge:R:1 method="wB97M-V/def2-TZVPD" homo_ev=-15.343 total_charge=+1 lumo_energy_ev=-2.99 mol_weight_da=101.129
C -0.9671 1.1539 0.5833 0.41
C 0.7912 -0.3271 -1.1912 -0.66
C 0.0362 -1.3964 -0.4833 -0.45
C 0.2089 -0.0993 0.2127 0.29
N -1.8821 1.4253 -0.2337 -0.24
N 1.1119 0.1057 1.3581 -0.40
O -0.8376 1.5103 1.7544 -0.58
H 1.8810 -0.5389 -1.2673 0.28
H 0.2941 0.0190 -2.1856 0.21
H -1.0102 -1.6714 -0.7581 0.23
H 0.4775 -2.3447 -0.0312 0.27
H -1.9242 0.9734 -1.1158 0.22
H -2.6396 2.0165 0.0534 0.29
H 0.3898 0.9687 1.8450 0.45
H 2.1525 0.3795 1.1468 0.35
H 1.0166 -0.6449 2.0407 0.36


Order of stability, best first: entry B, entry A


Entry A
14
Properties=species:S:1:pos:R:3:mulliken_charge:R:1 method="wB97M-V/def2-TZVPD" homo_ev=-8.988 lumo_energy_ev=0.90 mol_weight_da=118.176
C -0.6495 -0.9291 -0.0104 -0.19
C 0.1251 -0.1574 1.0583 -0.25
C -0.3119 1.2967 0.7790 -0.61
C -0.2895 1.3059 -0.7685 -0.60
C 0.1417 -0.1311 -1.0559 -0.27
H -0.4552 -1.9721 -0.0499 0.37
H 0.1620 -0.4958 2.0965 0.48
H 0.3590 2.0381 1.2324 0.29
H -1.3220 1.4846 1.1868 0.27
H -1.2879 1.5035 -1.1712 0.28
H 0.3973 2.0522 -1.1842 0.29
H 0.1746 -0.4242 -2.0971 0.50
F -2.0099 -0.7093 -0.0099 -0.33
S 1.6228 -0.3820 0.0038 -0.23


Entry B
14
Properties=species:S:1:pos:R:3:mulliken_charge:R:1 method="wB97M-V/def2-TZVPD" homo_ev=-8.941 lumo_energy_ev=0.82 mol_weight_da=118.176
C 0.2206 1.1795 -0.0742 0.05
C -1.0197 0.3839 -0.3437 -0.63
C -0.8666 -1.0584 0.1246 -0.57
C 0.6550 -1.1203 0.4156 -0.24
C 1.2782 0.2777 0.2933 -0.58
H 0.0322 1.9694 0.7118 0.22
H -1.2667 0.5243 -1.4808 0.25
H -1.7985 0.8932 0.2268 0.28
H -1.2943 -1.0200 1.0850 0.31
H -1.2145 -1.7824 -0.6344 0.29
H 1.0609 -1.9253 1.0393 0.46
H 2.0905 0.3934 0.8596 0.65
F 0.5409 2.1285 -1.1259 -0.35
S 1.5820 -0.8436 -1.0971 -0.15


Order of stability, best first: entry A, entry B


Entry A
74
Properties=species:S:1:pos:R:3:mulliken_charge:R:1 method="wB97M-V/def2-TZVPD" multiplicity=6 homo_ev="-13.220 / -13.216" total_charge=+2 lumo_energy_ev="-5.59 / -4.57" s_squared=8.77 mol_weight_da=570.002
Sm -0.3229 0.0334 -0.0377 1.18
C -3.7295 -0.4548 2.0961 -1.30
C -2.5178 -1.2354 2.5680 -0.38
N -1.6698 -1.7968 1.5102 0.01
C -0.5730 -2.6010 2.1457 -1.08
C 0.4480 -1.7288 2.8517 -0.82
N 1.1767 -0.9610 1.9204 0.24
C 2.3676 -0.2619 2.4859 -0.94
C 2.0996 1.0943 3.1182 -0.63
C 1.7192 2.1620 2.0834 -0.69
N 0.3539 2.0713 1.5620 -0.08
C -0.6806 2.1737 2.6162 -0.54
C -2.0864 2.1800 2.0271 -1.10
N -2.2341 1.2063 0.9530 0.60
C -3.4985 0.4344 0.9005 -0.60
H -4.0012 0.1822 2.9276 0.38
H -4.5541 -1.1351 1.9224 0.44
H -2.8662 -2.0009 3.3216 0.43
H -1.8656 -0.6180 3.2162 0.11
H -2.1980 -2.4399 0.9234 0.25
H -0.1801 -3.1740 1.3175 0.47
H -1.0110 -3.2245 2.9674 0.40
H 1.1747 -2.4753 3.3208 0.46
H 0.0924 -1.1126 3.6552 0.56
H 1.5400 -1.6244 1.2393 0.18
H 3.0821 -0.0791 1.6327 0.36
H 2.8610 -0.9545 3.1633 0.44
H 3.0224 1.3946 3.6039 0.46
H 1.3174 1.0230 3.8735 0.30
H 2.3847 2.1797 1.2010 0.35
H 1.8752 3.1714 2.5714 0.35
H 0.1693 2.8845 0.9781 0.09
H -0.5497 3.0564 3.2272 0.56
H -0.5190 1.2796 3.2462 0.18
H -2.2532 3.1886 1.6466 0.37
H -2.8463 1.9509 2.8135 0.38
H -2.2657 1.7343 0.1093 -0.32
H -3.4458 -0.1563 0.0092 0.17
H -4.3244 1.1186 0.8444 0.48
C -1.6201 0.5309 -2.3783 1.03
C -1.3337 1.8531 -1.9202 -0.37
C 0.0645 2.0097 -1.8368 0.48
C 0.6927 0.8234 -2.3250 0.41
C -0.3504 -0.1147 -2.6644 0.72
C -0.2773 -1.4498 -3.2963 -1.60
C 2.1998 0.6829 -2.4767 -1.62
C 0.8063 3.2473 -1.4066 -1.67
C -2.3706 2.9202 -1.7927 -0.99
C -2.9665 -0.1314 -2.7057 -1.63
H -0.3454 -2.2886 -2.5904 0.18
H 0.6421 -1.5761 -3.8651 0.31
H -1.1622 -1.5361 -3.9637 0.50
H 2.7139 0.3784 -1.5734 0.19
H 2.6403 1.6373 -2.7946 0.43
H 2.4570 -0.0229 -3.2420 0.41
H 1.6059 3.0327 -0.6789 0.41
H 0.1715 3.9466 -0.8911 0.44
H 1.2596 3.7085 -2.2803 0.47
H -2.2694 3.4674 -0.8269 0.36
H -3.3558 2.4204 -1.8437 0.32
H -2.2919 3.6496 -2.5771 0.31
H -2.8140 -1.2095 -2.6217 0.53
H -3.3189 0.0114 -3.7371 0.23
H -3.7683 0.2110 -2.0212 0.44
N 4.6265 -3.4763 -1.6139 -0.34
C 3.7911 -3.3568 -2.6877 0.70
N 4.3472 -3.6693 -3.8769 -0.38
N 2.5418 -2.9565 -2.6107 -0.48
C 1.9904 -2.4263 -1.5801 0.20
N 1.3135 -1.9174 -0.7752 -0.46
H 5.5139 -3.8682 -1.7391 0.19
H 4.2399 -3.4548 -0.7120 0.17
H 5.2563 -4.0787 -3.8681 0.18
H 3.8789 -3.4825 -4.7588 0.24


Entry B
74
Properties=species:S:1:pos:R:3:mulliken_charge:R:1 method="wB97M-V/def2-TZVPD" multiplicity=6 homo_ev="-13.205 / -13.180" total_charge=+2 lumo_energy_ev="-5.61 / -4.53" s_squared=8.77 mol_weight_da=570.002
Sm -0.3322 0.0083 0.0487 1.08
C 1.5205 -2.8529 -0.9821 0.43
C 1.7783 -1.8222 -2.0894 -1.05
N 0.6754 -0.7897 -2.2264 -0.04
C -0.2641 -1.0828 -3.3342 -0.93
C -1.3557 -0.0781 -3.2674 -1.08
N -2.0953 -0.1627 -2.0152 0.05
C -3.0599 -1.2649 -1.9781 -0.59
C -2.5653 -2.6114 -1.3730 -0.25
C -2.7503 -2.7813 0.1353 -0.79
N -1.7717 -2.0451 0.9554 0.36
C -0.8600 -3.0169 1.5434 -1.00
C 0.3296 -2.3114 2.2574 -0.91
N 1.2453 -1.7244 1.2573 -0.10
C 2.0342 -2.6516 0.4522 -0.96
H 2.0377 -3.7743 -1.3264 0.42
H 0.4192 -3.0541 -0.9500 -0.60
H 1.9546 -2.2877 -3.0556 0.49
H 2.6608 -1.2222 -1.8725 0.25
H 1.1035 0.1016 -2.4661 0.39
H -0.5846 -2.0912 -3.2509 0.58
H 0.3046 -0.8848 -4.2625 0.42
H -2.0536 -0.1316 -4.1305 0.49
H -0.8968 0.8967 -3.2324 0.43
H -2.5887 0.7405 -1.9432 0.14
H -3.4493 -1.4532 -3.0022 0.36
H -3.9374 -0.9958 -1.3849 0.35
H -1.5469 -2.8211 -1.7062 -0.26
H -3.1515 -3.3844 -1.8989 0.47
H -2.7377 -3.8740 0.4029 0.42
H -3.7610 -2.3609 0.3784 0.25
H -2.2492 -1.4881 1.6726 -0.06
H -0.4162 -3.6397 0.7777 0.67
H -1.3676 -3.7273 2.2361 0.40
H 0.8829 -3.0639 2.8569 0.58
H -0.0424 -1.5610 2.9733 0.21
H 1.9150 -1.1852 1.8243 0.30
H 2.0286 -3.6160 1.0001 0.48
H 3.0730 -2.2717 0.4487 0.39
C -0.5811 1.5710 2.3569 0.46
C -0.0834 2.4879 1.4228 0.93
C -1.0080 2.6072 0.3363 0.39
C -2.1154 1.7981 0.6595 0.71
C -1.8490 1.1427 1.8912 0.41
C -2.9657 0.4784 2.6541 -1.80
C -3.5163 1.8427 0.0957 -1.62
C -0.9678 3.6505 -0.7460 -1.66
C 1.2338 3.1928 1.5382 -1.64
C -0.0584 1.2703 3.7449 -2.02
H -3.4938 1.2499 3.1941 0.44
H -2.6934 -0.3249 3.3717 0.48
H -3.6992 0.0228 1.9985 0.46
H -4.1779 2.3437 0.7782 0.36
H -3.8654 0.8392 -0.0180 0.44
H -3.5489 2.3507 -0.8448 0.46
H 0.1046 3.8722 -1.0138 0.31
H -1.3156 4.6032 -0.3640 0.33
H -1.5110 3.3616 -1.6673 0.38
H 1.1780 4.2676 1.7558 0.41
H 1.7838 3.1341 0.5907 0.16
H 1.8702 2.7432 2.3156 0.45
H 0.3174 2.2191 4.1602 0.47
H 0.7837 0.5923 3.7497 0.34
H -0.7878 0.8303 4.3853 0.44
N 5.1035 3.0590 -0.0214 -0.33
C 5.3211 1.9601 -0.7219 0.66
N 6.5081 1.9167 -1.2950 -0.35
N 4.4850 0.9541 -0.8811 -0.63
C 3.2262 0.9802 -0.4999 0.53
N 2.1009 0.8205 -0.2449 -0.53
H 5.8533 3.6948 0.2084 0.25
H 4.3071 3.0849 0.6259 0.14
H 7.2270 2.5667 -1.1096 0.18
H 6.7087 1.1531 -1.8789 0.23


Order of stability, best first: entry B, entry A


Entry A
17
Properties=species:S:1:pos:R:3:mulliken_charge:R:1 method="wB97M-V/def2-TZVPD" homo_ev=-11.628 total_charge=+1 lumo_energy_ev=-3.26 mol_weight_da=87.146
C 0.5207 -0.8115 -1.4849 0.19
C -1.2180 -0.2648 0.0746 -0.60
C 1.3608 -0.4200 -2.5986 -1.42
C -0.3659 0.4271 2.4915 -0.84
N -0.1332 -0.0157 -0.7209 -0.11
N -1.2928 0.5663 1.2426 -0.08
H 0.1450 -1.7512 -1.4161 0.40
H -1.5459 -1.2227 0.2653 0.32
H 1.8037 0.4733 -2.4949 0.42
H 0.8532 -0.1838 -3.5479 0.33
H 2.1780 -1.0203 -2.9588 0.38
H -0.7487 -0.2508 3.2943 0.30
H 0.6614 0.1470 2.3170 0.33
H -0.1516 1.3597 2.8706 0.42
H 0.3097 0.9327 -0.7610 0.27
H -1.2553 1.4510 0.7055 0.38
H -2.1911 0.5574 1.5830 0.31


Entry B
17
Properties=species:S:1:pos:R:3:mulliken_charge:R:1 method="wB97M-V/def2-TZVPD" homo_ev=-15.125 total_charge=+1 lumo_energy_ev=-3.44 mol_weight_da=87.146
C 1.1800 -1.0990 0.7019 -0.17
C -2.3919 -0.3485 -0.3575 -0.67
C 1.7631 1.0688 -0.2841 -0.89
C -1.8216 0.6046 0.4562 -0.25
N 0.3703 -0.8501 -0.4339 -0.11
N 0.7777 0.2396 0.3642 -0.14
H 0.6247 -1.5246 1.5749 0.25
H 2.2772 -1.2838 0.4980 0.27
H -0.8807 -0.6809 -0.4638 0.21
H -2.8674 -1.1415 0.0646 0.36
H -2.5426 -0.0339 -1.3595 0.34
H 2.1834 1.6450 0.6021 0.32
H 2.4445 0.3955 -0.8474 0.42
H 1.1371 1.9328 -0.8071 0.27
H -1.6804 0.4415 1.5640 0.28
H -1.4380 1.5467 0.0355 0.25
H 0.8646 -0.9122 -1.3080 0.27


Entry C
17
Properties=species:S:1:pos:R:3:mulliken_charge:R:1 method="wB97M-V/def2-TZVPD" homo_ev=-13.492 total_charge=+1 lumo_energy_ev=-3.23 mol_weight_da=87.146
C -1.4474 0.5831 -0.4318 -0.60
C -0.4299 -0.5326 -0.7983 -0.74
C 0.9770 -0.1922 -0.3615 0.58
C 2.0704 -0.3818 -1.0940 -0.89
N 1.0861 -0.2449 1.1021 -0.63
N -1.4246 0.7498 1.0494 -0.28
H -1.1913 1.4988 -0.9386 0.37
H -2.4263 0.2497 -0.7485 0.33
H -0.7765 -1.4131 -0.2931 0.32
H -0.4125 -0.6097 -1.8839 0.36
H 3.0352 -0.5365 -0.6189 0.27
H 2.0167 -0.4368 -2.1745 0.27
H 1.9304 0.2219 1.4221 0.26
H 1.0978 -1.1918 1.4682 0.24
H -0.3941 0.4980 1.3809 0.43
H -1.6382 1.6533 1.4634 0.36
H -2.0726 0.0849 1.4571 0.36


Order of stability, best first: entry C, entry A, entry B


Entry A
17
Properties=species:S:1:pos:R:3:mulliken_charge:R:1 method="wB97M-V/def2-TZVPD" homo_ev=-12.958 total_charge=+1 lumo_energy_ev=-3.50 mol_weight_da=87.146
C 0.7037 -0.5028 -1.0740 -1.08
C -0.6023 -1.0530 -0.2398 -0.30
C 0.3204 0.1149 0.2348 0.84
C -0.2523 1.5178 0.1675 -1.40
N -1.8406 -0.6531 -0.7836 -0.60
N 1.1782 -0.0748 1.5554 -0.15
H 1.4818 -1.2065 -1.3477 0.27
H 0.5872 0.1017 -1.9278 0.31
H -0.4873 -1.9844 0.2844 0.36
H -1.0168 1.6763 0.8945 0.37
H -0.6079 1.8101 -0.8734 0.30
H 0.5300 2.3583 0.4550 0.41
H -1.5001 -0.2084 -1.7213 0.27
H -2.4196 -1.4534 -1.0193 0.28
H 1.3629 -1.0700 1.6211 0.37
H 0.6161 0.0968 2.3407 0.34
H 1.9467 0.5305 1.4335 0.38


Entry B
17
Properties=species:S:1:pos:R:3:mulliken_charge:R:1 method="wB97M-V/def2-TZVPD" homo_ev=-13.012 total_charge=+1 lumo_energy_ev=-3.28 mol_weight_da=87.146
C 1.5211 -0.0746 -0.0499 -0.57
C 0.4164 -0.8038 0.7920 -0.76
C -0.9156 -0.2220 0.4497 0.64
C -1.3649 0.8510 1.0940 -1.08
N -1.4541 -0.7556 -0.7158 -0.51
N 0.9006 0.7983 -1.0890 -0.22
H 2.0833 -0.8069 -0.6511 0.34
H 2.1859 0.5252 0.5685 0.36
H 0.5842 -1.8760 0.7371 0.37
H 0.6562 -0.5752 1.8195 0.33
H -0.8748 1.1458 1.9904 0.32
H -2.2923 1.2815 0.7458 0.28
H 0.1848 0.2495 -1.5346 0.33
H -1.2984 -1.7364 -0.8810 0.21
H -2.4322 -0.6574 -0.8687 0.24
H 1.6334 1.0464 -1.7349 0.37
H 0.4663 1.6101 -0.6718 0.33


Order of stability, best first: entry B, entry A